(1)
DFT (ωB97M-V/def2-TZVPD) results for a structure of composition C26H42FeO24Rb2 at a distorted geometry.

The expectation value of S² is 6.022. The value obtained for the total energy is -112476.7595 eV. As for the LUMO energy (spin up / spin down): -1.6 / -1.5 eV. The orbital gap (spin up / spin down) is 4.039 / 4.102 eV.

Geometry as ORCA input:
```
! wB97M-V def2-TZVPD RIJCOSX def2/J DEFGRID3
* xyz 0 5
Fe 1.4356 2.5626 1.9527
Rb 4.3439 3.0796 -0.5119
Rb -1.2145 1.7158 4.8612
O 1.7018 1.8782 -0.0026
C 0.7254 0.8402 -0.0693
C -0.5548 1.0174 0.7063
O -0.4471 1.5687 2.0015
H 1.2529 -0.0832 0.2246
H 0.4790 0.6482 -1.1199
H -1.0618 0.0411 0.6931
H -1.2480 1.6697 0.1601
C 2.1112 7.3003 2.9452
C 3.3713 7.4048 2.3677
C 3.6337 6.6126 1.1298
O 4.6368 6.8383 0.4275
C 2.6968 5.6683 0.6692
C 1.5124 5.3569 1.3990
C 1.0698 6.4420 2.4599
O -0.0702 6.4117 2.9156
O 0.8177 4.3066 1.2210
O 4.2518 8.1040 2.9262
H 1.9647 7.8221 3.8794
H 2.8672 5.0839 -0.2229
C 1.6050 -4.4046 -2.2821
O 0.8394 -3.1998 -2.4297
C -0.3974 -3.2045 -1.9876
O -1.0820 -4.1168 -1.6131
O -0.8234 -1.9345 -2.0556
C -2.1064 -1.6472 -1.5505
H 1.2218 -5.0382 -1.4794
H 2.6092 -4.1504 -1.9625
H 1.4773 -4.9410 -3.2197
H -2.2144 -0.6272 -1.2020
H -2.4190 -2.4061 -0.8271
H -2.8904 -1.8166 -2.3001
C 4.1788 -3.0198 -6.6957
O 4.3783 -1.9904 -5.7510
C 3.3512 -1.8090 -4.9125
O 2.2833 -2.3448 -5.0406
O 3.7973 -1.1024 -3.8933
C 3.0471 -0.9547 -2.7072
H 3.8721 -4.0244 -6.4072
H 5.0868 -3.1162 -7.2897
H 3.4404 -2.7200 -7.4462
H 3.3130 -0.0265 -2.1900
H 3.1999 -1.7881 -2.0243
H 1.9772 -0.8242 -2.8717
C -3.8199 0.4906 1.8464
O -5.0730 1.0205 2.2867
C -5.5834 2.0927 1.6751
O -4.9316 2.8920 1.0727
O -6.8768 2.0932 1.8921
C -7.5064 3.3440 1.5345
H -3.7158 0.6116 0.7663
H -3.8709 -0.5795 2.0239
H -3.0234 1.0539 2.3271
H -8.5724 3.2320 1.6995
H -7.3493 3.5363 0.4751
H -7.0809 4.1572 2.1150
C -3.5280 1.7572 -2.2066
O -2.1975 1.3542 -2.3775
C -1.8245 1.0021 -3.6141
O -2.3512 1.3718 -4.6330
O -0.6737 0.3509 -3.5218
C -0.0024 0.0165 -4.7298
H -4.2600 1.3803 -2.9226
H -3.6504 2.8444 -2.2479
H -3.9679 1.5464 -1.2289
H 0.9834 -0.3008 -4.4243
H 0.0675 0.7799 -5.5052
H -0.5223 -0.8010 -5.2318
C 2.8989 -5.4126 1.0623
O 3.1713 -4.1519 0.3880
C 3.1597 -3.0730 1.1655
O 2.6177 -2.9145 2.2195
O 3.8307 -2.1328 0.4816
C 4.0043 -0.9108 1.1760
H 3.6996 -5.6528 1.7542
H 2.7539 -6.1697 0.3008
H 1.9582 -5.2446 1.5838
H 4.4785 -0.1614 0.5531
H 4.4846 -1.0495 2.1438
H 3.0246 -0.4750 1.4019
C -0.7273 -1.9639 2.8219
O -1.0763 -2.8111 3.9105
C -1.7985 -2.3782 4.9353
O -2.0580 -1.2170 5.1479
O -2.2182 -3.4001 5.6273
C -3.0837 -3.0854 6.7417
H 0.3528 -1.8553 2.7675
H -1.1052 -0.9521 3.0119
H -1.2091 -2.3145 1.9132
H -2.5378 -2.3720 7.3565
H -3.3314 -3.9907 7.2819
H -3.9791 -2.6401 6.3087
*
```

Mulliken population analysis, charges in e, atoms 1 to 2: 0.662 1.061

***

(2)
DFT (ωB97M-V/def2-TZVPD) results for a structure of composition C26H42N3Pt at a distorted geometry.

The expectation value of S² is 6.069. The value obtained for the total energy is -35345.1297 eV. As for the LUMO energy (spin up / spin down): -3.1 / -5.1 eV. The orbital gap (spin up / spin down) is 4.430 / 5.413 eV.

Geometry as ORCA input:
```
! wB97M-V def2-TZVPD RIJCOSX def2/J DEFGRID3
* xyz 1 5
C 0.6283 -2.4231 -0.0739
C 1.6841 -1.7922 -0.9309
C 1.3493 -2.1326 -2.2916
C 0.1106 -2.8005 -2.3150
C -0.3328 -3.0244 -1.0037
Pt 0.1284 -0.3295 -0.2519
C -2.4227 1.9408 -0.8765
C -2.4285 1.1425 0.3819
H -2.9946 1.4588 1.2511
C -1.8639 -0.1664 0.4726
H -2.3335 -0.9625 -0.1376
H -1.7732 -0.5338 1.5130
C -3.3909 3.1268 -0.6703
H -2.9955 3.7898 0.1129
H -3.5221 3.6686 -1.6133
H -4.3722 2.7515 -0.3756
C -2.9145 1.0500 -2.0528
H -2.2869 0.1593 -2.2107
H -3.9566 0.7769 -1.8529
H -2.9318 1.6474 -2.9686
C 3.0743 -1.5212 -0.4666
H 3.0912 -1.2290 0.5870
H 3.7429 -2.3871 -0.5900
H 3.5073 -0.6905 -1.0384
C 2.2564 -1.9322 -3.4429
H 2.8732 -1.0316 -3.3206
H 2.9500 -2.7786 -3.5694
H 1.6969 -1.8422 -4.3833
C -0.5594 -3.2902 -3.5518
H -0.5109 -2.5438 -4.3564
H -0.0821 -4.2084 -3.9209
H -1.6135 -3.5146 -3.3594
C -1.4543 -3.9019 -0.6019
H -2.3679 -3.6747 -1.1722
H -1.2177 -4.9653 -0.7763
H -1.6898 -3.7840 0.4631
C 0.9174 -2.9775 1.2766
H -0.0008 -3.0308 1.8725
H 1.3321 -3.9955 1.2167
H 1.6381 -2.3554 1.8150
C 0.0319 1.4530 -1.3106
C -1.1441 2.3835 -1.3199
C 0.6694 1.3357 -2.5821
C -0.9846 3.5124 -2.1910
H -0.1601 2.1454 -0.4788
C 0.5261 2.3128 -3.5849
H 1.2558 0.4427 -2.8186
C -0.2217 3.4600 -3.3210
H -1.5558 4.3831 -1.9362
H 1.0880 2.3257 -4.5070
H -0.1922 4.3199 -4.0091
C 3.0778 1.9606 2.6258
N 1.8665 1.4141 3.2309
C 1.7219 1.5971 4.6667
C 0.9633 0.7781 2.4641
N 1.2349 0.6388 1.1821
N -0.2226 0.2896 3.0402
C -0.1547 -0.9032 3.9005
C -1.2233 1.2596 3.5077
H 3.6868 2.4350 3.4053
H 2.8412 2.7251 1.8658
H 3.6862 1.1677 2.1573
H 0.8569 2.2212 4.9122
H 1.6289 0.6372 5.1826
H 2.6145 2.0957 5.0473
H 2.1020 1.0926 0.8961
H -0.0738 -0.6476 4.9715
H -1.0840 -1.4738 3.7585
H 0.6892 -1.5409 3.6123
H -1.1893 2.1629 2.8838
H -2.2111 0.7947 3.3912
H -1.0881 1.5284 4.5700
*
```

Mulliken population analysis, charges in e, atoms 1 to 2: 2.210 0.578

***

(3)
DFT (ωB97M-V/def2-TZVPD) results for a structure of composition C26H42N3W at a distorted geometry.

The value obtained for the energy above the lowest of the compared OMol25 structures with the same formula, charge and spin is 55.88 kcal/mol. The expectation value of S² is 2.153. The value obtained for the total energy is -33924.9670 eV. As for the LUMO energy (spin up / spin down): -4.1 / -3.5 eV. The orbital gap (spin up / spin down) is 5.438 / 6.346 eV.

Geometry as ORCA input:
```
! wB97M-V def2-TZVPD RIJCOSX def2/J DEFGRID3
* xyz 1 3
C -2.0193 0.9025 -0.5212
C -2.2907 -0.5036 -0.6826
C -1.5562 -0.9695 -1.8334
C -0.8292 0.1344 -2.3754
C -1.0828 1.2836 -1.5510
W -0.1819 -0.2793 -0.2849
C 3.8766 -0.8517 -1.8827
C 3.2873 0.2014 -1.1889
H 3.7257 0.5312 -0.2694
C 1.9062 0.6008 -1.4163
H 1.6537 0.6426 -2.4730
H 1.6591 1.5357 -0.8929
C 4.6412 -1.7366 -0.9682
H 4.1844 -1.6066 0.0242
H 4.4254 -2.7729 -1.2129
H 5.7160 -1.6106 -0.8587
C 3.0610 -1.6466 -2.8301
H 2.0466 -1.5902 -2.3954
H 2.9871 -1.2569 -3.8559
H 3.3301 -2.6918 -2.7589
C -3.3650 -1.2404 0.0352
H -3.5456 -0.8478 1.0407
H -4.3116 -1.2030 -0.5206
H -3.1119 -2.2934 0.1397
C -1.5568 -2.3551 -2.3839
H -1.4335 -3.1093 -1.6011
H -2.5071 -2.5551 -2.8928
H -0.7352 -2.4852 -3.1019
C -0.2451 0.1742 -3.7567
H 0.4130 -0.6825 -3.9354
H -1.0577 0.1118 -4.4989
H 0.3026 1.1035 -3.9611
C -0.7167 2.7001 -1.8749
H 0.2363 2.7782 -2.4253
H -1.5037 3.1049 -2.5320
H -0.6735 3.3503 -0.9846
C -2.8805 1.8754 0.2148
H -2.3101 2.7450 0.5804
H -3.6710 2.2773 -0.4460
H -3.3960 1.4098 1.0647
C -0.4059 -2.4632 0.9378
C 0.8539 -3.3420 1.2258
C -1.4121 -3.3362 1.4135
C 0.8571 -4.3974 0.3103
H 1.8310 -3.2034 1.6453
C -1.3337 -4.7097 1.0992
H -2.2714 -2.9249 1.9111
C -0.2577 -5.2309 0.3600
H 1.6742 -4.5171 -0.4044
H -2.1521 -5.4161 1.3718
H -0.2966 -6.2069 -0.1762
C 1.7117 3.5484 0.9555
N 0.8387 3.1467 2.0543
C 0.8604 4.0334 3.2104
C 0.1526 1.9818 1.9975
N 0.5764 1.0214 1.1192
N -0.8489 1.7218 2.8464
C -1.6498 2.7553 3.4783
C -1.3212 0.3438 3.0082
H 2.1141 4.5332 1.1992
H 1.1681 3.6354 0.0040
H 2.5620 2.8630 0.8362
H 0.0734 4.8004 3.1707
H 0.8031 3.4787 4.1539
H 1.8135 4.5707 3.1958
H 1.5827 1.1220 1.0205
H -1.7932 3.6218 2.8304
H -2.6330 2.3370 3.6885
H -1.2272 3.0802 4.4303
H -2.0400 0.0638 2.2141
H -0.4763 -0.3596 2.9750
H -1.8250 0.2743 3.9852
*
```

Mulliken population analysis, charges in e, atoms 1 to 2: 0.141 0.871

***

(4)
DFT (ωB97M-V/def2-TZVPD) results for a structure of composition C26H43BrN6P2Zr at a distorted geometry.

The value obtained for the energy above the lowest of the compared OMol25 structures with the same formula, charge and spin is 0.00 kcal/mol. The value obtained for the total energy is -126454.3402 eV. As for the LUMO energy: -14.5 eV. The orbital gap is 4.867 eV.

Geometry as ORCA input:
```
! wB97M-V def2-TZVPD RIJCOSX def2/J DEFGRID3
* xyz 4 1
N 3.0590 -6.6515 -0.2874
C 2.6792 -6.2735 0.9426
C 1.9697 -5.0879 1.1746
C 1.5570 -4.2471 0.0969
C 2.0625 -4.6339 -1.1603
C 2.7710 -5.8564 -1.3109
C 0.5755 -3.0959 0.3643
Zr 0.3158 -0.5846 0.5273
P -1.1944 1.5824 0.3978
C -0.2664 -2.4920 -0.5791
C -1.7079 -1.9895 -0.4155
C -2.3329 -1.3141 -1.5114
C -3.7168 -1.1622 -1.5927
C -4.5537 -1.5664 -0.5149
C -3.9320 -2.0683 0.6588
C -2.5449 -2.1828 0.7136
Br -6.3581 -1.4998 -0.6972
H 0.3075 -3.0919 1.4267
H -0.1715 -2.7609 -1.6196
H 1.7160 -4.8825 2.2185
H 1.9112 -4.0613 -2.0672
H 2.9727 -6.9538 1.7606
H 3.1197 -6.1994 -2.2977
H -1.7093 -0.9259 -2.3087
H -2.0696 -2.3619 1.6838
H -4.1753 -0.8184 -2.5237
H -4.5065 -2.4572 1.5044
P 1.6350 1.2885 -0.9622
C -2.7664 1.2523 1.3400
C -4.0985 1.8578 0.8418
H -2.5854 1.5730 2.3641
H -2.8844 0.1618 1.3601
H -4.8663 1.6362 1.5899
H -4.0308 2.9491 0.7064
H -4.4597 1.3870 -0.0875
C -1.9893 1.9630 -1.2501
C -2.2357 3.4334 -1.5837
H -2.9572 1.4336 -1.2601
H -1.3888 1.5083 -2.0427
H -2.3319 3.5549 -2.6757
H -3.1751 3.7652 -1.1216
H -1.4360 4.1055 -1.2501
C -0.7092 3.3581 0.9051
C -1.7158 4.4388 1.2963
H -0.1106 3.8034 0.1013
H -0.0371 3.2218 1.7512
H -1.1773 5.3713 1.5168
H -2.4139 4.7090 0.5009
H -2.2966 4.1835 2.1896
C 2.4757 2.6557 -0.0853
C 3.5152 3.4633 -0.8661
H 2.9319 2.2172 0.8128
H 1.7044 3.3362 0.2836
H 4.4530 2.9058 -0.9786
H 3.1598 3.7747 -1.8573
H 3.7582 4.3844 -0.3145
C 1.0701 1.9297 -2.5993
C 0.7944 0.8119 -3.6169
H 1.7963 2.6526 -3.0197
H 0.1537 2.5257 -2.4137
H 1.7059 0.5266 -4.1636
H 0.3887 -0.0977 -3.1494
H 0.0575 1.1524 -4.3584
C 3.0009 0.1218 -1.3269
C 3.1912 -0.8867 -0.1950
H 3.9069 0.7290 -1.4491
H 2.7996 -0.3660 -2.2914
H 2.2182 -1.2884 0.2491
H 3.7112 -1.7739 -0.5643
H 3.7925 -0.4711 0.6372
N 2.9477 -0.0048 3.7986
N 1.8022 -0.7301 3.5094
N 0.8837 -0.9965 4.5101
C -0.1855 -1.3325 3.8060
N -0.0424 -1.1787 2.4732
N 1.2917 -0.7313 2.3151
H 3.1714 0.6413 3.0541
H 2.9293 0.3429 4.7674
H -1.1299 -1.6321 4.2196
*
```

Mulliken population analysis, charges in e, atoms 1 to 2: -0.401 -0.482

***

(5)
DFT (ωB97M-V/def2-TZVPD) results for a structure of composition C26H43Cl2FeOP at a distorted geometry.

The value obtained for the energy above the lowest of the compared OMol25 structures with the same formula, charge and spin is 0.00 kcal/mol. The expectation value of S² is 8.806. The value obtained for the total energy is -98432.0339 eV. As for the LUMO energy (spin up / spin down): 2.7 / 2.7 eV. The orbital gap (spin up / spin down) is 5.605 / 7.024 eV.

Geometry as ORCA input:
```
! wB97M-V def2-TZVPD RIJCOSX def2/J DEFGRID3
* xyz -1 6
P -0.1216 0.7862 -0.2127
C -1.7625 0.2550 -0.8972
C -2.2567 1.1050 -2.0806
C -3.6998 0.7233 -2.4423
C -3.8688 -0.7830 -2.6799
C -3.2905 -1.6328 -1.5428
C -1.8416 -1.2418 -1.2180
C 1.2903 0.1598 -1.2330
C 1.2052 0.5474 -2.7131
C 2.5215 0.1781 -3.4154
C 2.8990 -1.2963 -3.2174
C 2.8700 -1.7291 -1.7464
C 1.5502 -1.3438 -1.0689
C -0.0638 2.6478 -0.2743
C -1.1822 3.2684 0.5730
C -1.1711 4.7982 0.4945
C 0.1913 5.3913 0.8708
C 1.3449 4.7230 0.1132
C 1.2926 3.1885 0.1918
H -2.4258 0.4423 -0.0294
H -1.5984 0.9528 -2.9507
H -2.2167 2.1779 -1.8442
H -4.0100 1.2819 -3.3333
H -4.3604 1.0359 -1.6211
H -4.9298 -1.0180 -2.8199
H -3.3582 -1.0498 -3.6150
H -3.9017 -1.5000 -0.6394
H -3.3305 -2.6941 -1.8122
H -1.4700 -1.8404 -0.3761
H -1.1982 -1.4723 -2.0822
H 2.1552 0.6798 -0.7824
H 3.3204 0.8111 -3.0065
H 1.0019 1.6225 -2.8340
H 0.3704 0.0123 -3.1930
H 2.4422 0.4059 -4.4843
H 3.8918 -1.4886 -3.6403
H 2.1879 -1.9182 -3.7771
H 3.0204 -2.8130 -1.6639
H 3.6944 -1.2471 -1.2014
H 1.5866 -1.6206 -0.0074
H 0.7236 -1.9233 -1.5043
H -0.2133 2.9332 -1.3346
H -2.1732 2.8889 0.2884
H -1.0355 2.9575 1.6161
H -1.4176 5.0944 -0.5338
H -1.9566 5.2002 1.1452
H 0.3555 5.2690 1.9501
H 0.1902 6.4679 0.6663
H 2.3087 5.0733 0.5011
H 1.2960 5.0206 -0.9432
H 2.1183 2.7636 -0.3945
H 1.4596 2.8631 1.2289
Fe 0.1696 -0.0359 2.0553
Cl 2.2794 0.5020 2.2416
Cl -1.7145 0.7962 2.7561
C -0.3258 -1.8223 1.7294
H -1.4263 -1.9509 1.6871
C 0.3714 -3.0436 1.9154
C 1.8017 -3.0655 2.0473
C 2.4973 -4.2668 2.0952
C 1.8259 -5.4906 2.0581
C 0.4250 -5.4942 2.0137
C -0.3082 -4.3133 1.9529
H 2.3376 -2.1147 2.1163
H 3.5810 -4.2449 2.1793
H -0.0972 -6.4482 2.0386
H -1.4029 -4.3318 1.9312
H 2.3914 -6.4235 2.0875
C -0.4825 -0.6046 5.5589
O 0.6753 0.0993 5.0859
H -1.3390 0.0812 5.5069
H -0.3459 -0.9219 6.6063
H -0.7250 -1.4617 4.9104
H 1.3787 -0.5583 4.9532
*
```

Mulliken population analysis, charges in e, atoms 1 to 2: -0.066 0.439

***

(6)
DFT (ωB97M-V/def2-TZVPD) results for a structure of composition C26H43Cl3EuN3O3Si at a distorted geometry.

The value obtained for the energy above the lowest of the compared OMol25 structures with the same formula, charge and spin is 80.66 kcal/mol. The expectation value of S² is 15.760. The value obtained for the total energy is -103051.4521 eV. As for the LUMO energy (spin up / spin down): 2.2 / 2.2 eV. The orbital gap (spin up / spin down) is 5.329 / 5.340 eV.

Geometry as ORCA input:
```
! wB97M-V def2-TZVPD RIJCOSX def2/J DEFGRID3
* xyz -1 8
C 1.9769 -1.2319 -5.3583
C 1.3059 -0.0405 -4.7521
H 2.2378 -1.0565 -6.4118
H 1.3437 -2.1323 -5.3068
H 2.9016 -1.4280 -4.7988
C 0.8320 0.9948 -5.4586
C 0.9585 1.1432 -6.9435
H 0.2761 1.8004 -4.9715
H 0.3245 0.4364 -7.4926
H 1.9836 1.0405 -7.3172
H 0.6222 2.1444 -7.2274
Eu -0.6489 -0.6391 2.1742
Cl 2.0920 -0.6046 2.5925
Cl -1.8123 -2.9887 0.9452
C 0.3489 2.2915 2.1263
O -0.7383 1.6974 2.3501
N 0.3982 3.6128 1.9532
C -0.8373 4.3756 1.8614
C 1.6532 4.3397 1.9372
H 1.2982 1.7322 2.0664
H -1.6906 3.7325 2.0801
H -0.9385 4.8048 0.8573
H -0.7954 5.2059 2.5721
H 2.4757 3.6363 2.0911
H 1.6501 5.0913 2.7377
H 1.7852 4.8541 0.9776
H -1.7920 -1.8269 -2.1349
H -2.5279 0.4497 -3.7096
C -2.7509 -1.5124 -1.6953
C -3.2726 0.5693 -2.9107
N -2.8103 -0.0637 -1.6807
H -2.8301 -1.8924 -0.6678
C -2.5884 0.6602 -0.5593
O -2.5061 0.1940 0.5958
H -3.4407 1.6353 -2.7265
H -2.4896 1.7403 -0.7551
H -3.5674 -1.8920 -2.3207
H -4.2012 0.0878 -3.2387
O 0.2395 -1.0567 -2.8356
C 1.1182 -0.1195 -3.2088
C -0.2186 1.9185 -2.4265
C 1.0082 1.2771 -2.5454
H -1.1101 1.3454 -2.6393
C -0.2910 3.2558 -2.0193
H 2.0935 -0.5512 -2.8824
C 2.1629 1.9165 -2.1125
H -1.2689 3.7589 -1.9835
C 0.8756 3.9308 -1.6663
C 2.1059 3.2531 -1.6874
H 3.0829 1.3431 -2.1402
H 0.8152 4.9825 -1.3774
H 3.0177 3.7558 -1.3752
Si 0.2119 -3.2192 -0.3886
Cl 0.4099 -0.7581 -0.1412
C -0.8479 -4.4321 -1.4034
C 1.0356 -3.7024 1.2601
C 1.6482 -3.1903 -1.6139
H -1.6605 -3.9320 -1.9413
H -1.2840 -5.2032 -0.7596
H -0.2419 -4.9394 -2.1658
H 1.2694 -2.8485 -2.5895
H 2.0510 -4.2068 -1.7140
H 2.4491 -2.5213 -1.2862
H 1.8740 -3.0339 1.5140
H 1.3928 -4.7370 1.1677
H 0.3549 -3.6578 2.1272
C -0.3213 -1.1823 8.9420
C -0.4321 -1.3820 7.4663
C 0.5651 -0.8652 6.6371
C 0.4040 -0.9722 5.2663
N -0.6794 -1.5167 4.6727
C -1.5834 -2.1268 5.4752
C -1.5256 -2.0358 6.8718
H 0.7371 -1.1593 9.2181
H -0.7614 -0.2219 9.2427
H -0.8273 -1.9741 9.4996
H 1.4514 -0.3720 7.0393
H 1.1853 -0.6252 4.5766
H -2.3878 -2.6958 4.9895
H -2.3434 -2.4599 7.4572
*
```

Mulliken population analysis, charges in e, atoms 1 to 2: -1.362 0.022